Here is an isolated ion of composition C4H9N2 and charge +1 in a non-equilibrium geometry from the Open Molecules 2025 dataset. Energies are from wB97M-V/def2-TZVPD.

CARTESIAN COORDINATES (ANGSTROEM)
C: 0.148 2.185 0.911
C: -0.280 1.601 -0.173
C: -0.117 0.209 -0.708
N: -1.101 -0.855 -0.353
C: 0.403 -0.808 0.247
N: 1.216 -1.814 -0.141
H: 0.153 3.328 1.022
H: 0.924 1.708 1.559
H: -0.932 2.204 -0.865
H: 0.273 0.008 -1.675
H: -1.967 -0.903 0.130
H: -1.334 -1.577 -0.993
H: 0.566 -0.382 1.253
H: 1.083 -2.237 -1.064
H: 1.476 -2.515 0.543

- Energy: -266.9863 Ha
- Energy relative to the best compared isomer or geometry (same formula, charge and spin): 296.62 kJ/mol
- HOMO level: -14.633 eV
- Net charge: +1
- Multiplicity: 1
- Gap between HOMO and LUMO: 11.3 eV

What are the Löwdin partial charges on each atom? They are as follows, in elementary charge units:
1. C 0.0373
2. C -0.1377
3. C -0.1718
4. N 0.1811
5. C -0.2204
6. N 0.1160
7. H 0.1174
8. H 0.0838
9. H 0.1290
10. H 0.1534
11. H 0.1559
12. H 0.1452
13. H 0.1638
14. H 0.1266
15. H 0.1202